C21H30N2O3 in the gas phase, computed with ωB97M-V with the def2-TZVPD basis set.

The geometry in XYZ format:
```
56
Properties=species:S:1:pos:R:3
C 1.1652 1.8984 3.2316
C 2.6468 1.8337 3.5877
C 3.5703 1.7800 2.3681
C 3.7186 0.3915 1.7292
N 2.5267 -0.0710 1.0698
C 1.6631 -1.0260 1.5043
C 1.9602 -1.8361 2.7172
C 0.6105 -1.1454 0.6088
C -0.5037 -2.0723 0.7820
O -1.0925 -2.6715 -0.0901
O -0.8320 -2.2152 2.0880
C -1.9124 -3.0952 2.3819
C -3.2597 -2.4136 2.1843
C 0.8461 -0.1958 -0.4525
C 0.1666 0.1992 -1.6137
C -1.0891 -0.4586 -2.1278
N -2.1047 0.5331 -2.4660
C -3.2840 -0.0300 -3.1024
C -4.3260 1.0923 -3.0267
C -3.8433 1.9886 -1.8699
C -2.6196 1.2576 -1.3153
C 0.7136 1.2394 -2.3675
O 0.0936 1.7120 -3.4774
C 1.9289 1.8418 -2.0208
C 2.6152 1.4531 -0.8959
C 2.0546 0.4571 -0.1088
H 0.8285 0.9965 2.7299
H 0.9730 2.7442 2.5749
H 0.5709 2.0258 4.1340
H 2.8388 0.9721 4.2313
H 2.8988 2.7280 4.1631
H 3.2076 2.4852 1.6195
H 4.5711 2.0968 2.6707
H 4.5232 0.4326 0.9863
H 4.0034 -0.3299 2.4965
H 2.9612 -2.2645 2.6533
H 1.9004 -1.2270 3.6184
H 1.2437 -2.6439 2.8099
H -1.7690 -3.3835 3.4260
H -1.8404 -3.9779 1.7369
H -3.3934 -2.1600 1.1357
H -3.3106 -1.5039 2.7783
H -4.0580 -3.0848 2.4883
H -0.8447 -1.0000 -3.0510
H -1.4688 -1.1901 -1.4102
H -3.0513 -0.3235 -4.1280
H -3.6373 -0.9227 -2.5600
H -5.3212 0.6905 -2.8440
H -4.3540 1.6530 -3.9598
H -4.6068 2.1265 -1.1066
H -3.5540 2.9696 -2.2445
H -1.8586 1.9341 -0.9232
H -2.9127 0.5625 -0.5100
H -0.8288 1.3777 -3.4643
H 2.3062 2.6198 -2.6649
H 3.5556 1.9157 -0.6409
```

DFT total energy in eV: -31387.759
HOMO in eV: -7.541
Molar mass in g/mol: 358.482
LUMO in eV: 0.79
SMILES string: CCCCn1c(C)c(C(=O)OCC)c2c(CN3CCCC3)c(O)ccc21
2S+1: 1
Relative energy (zero: lowest compared OMol25 entry of this formula, charge and spin) in kJ/mol: 111.4

C21H30N4O4S in the gas phase, computed with ωB97M-V with the def2-TZVPD basis set.

The geometry in XYZ format:
```
60
Properties=species:S:1:pos:R:3
C 7.8070 -0.3653 1.6180
C 7.2753 0.8904 0.9328
O 6.6218 0.6097 -0.2889
C 5.3679 0.0831 -0.2823
C 4.5740 -0.1236 0.8406
C 3.3003 -0.6511 0.7171
C 2.7953 -0.9833 -0.5319
N 1.5081 -1.5091 -0.7283
C 0.5504 -1.7648 0.1936
O 0.6674 -1.6307 1.3925
C -0.7722 -2.2092 -0.4330
C -1.6163 -0.9612 -0.7529
C -0.8563 -0.0607 -1.7263
O -0.4564 -0.3587 -2.8274
N -0.6795 1.1240 -1.0900
C 0.0218 2.2612 -1.6455
C 1.4631 2.3314 -1.1567
C -1.2230 1.1030 0.1876
S -1.1501 2.3536 1.2374
N -1.8220 -0.0868 0.3758
C -2.4309 -0.4909 1.6190
C -3.7255 0.2806 1.9628
N -4.8394 0.1668 1.0565
C -5.3078 -1.1768 0.7902
C -6.6855 -1.0819 0.1290
O -6.6303 -0.3260 -1.0577
C -6.1550 0.9747 -0.7955
C -4.7589 0.9327 -0.1700
C 3.5867 -0.7743 -1.6612
C 4.8528 -0.2498 -1.5380
H 8.3469 -0.0896 2.5196
H 8.4824 -0.8917 0.9482
H 6.9947 -1.0374 1.8837
H 8.1094 1.5382 0.6486
H 6.6161 1.4535 1.6046
H 4.9263 0.1252 1.8286
H 2.6971 -0.8036 1.5960
H 1.2678 -1.6450 -1.7023
H -0.6138 -2.7618 -1.3593
H -1.2970 -2.8441 0.2815
H -2.5720 -1.2790 -1.1929
H -0.0136 2.1528 -2.7318
H -0.5205 3.1609 -1.3429
H 1.9385 3.2205 -1.5602
H 1.4886 2.3853 -0.0713
H 2.0253 1.4582 -1.4778
H -1.7139 -0.3217 2.4289
H -2.6393 -1.5586 1.5582
H -4.0569 -0.0855 2.9395
H -3.4874 1.3408 2.0606
H -5.3888 -1.7205 1.7334
H -4.6339 -1.7330 0.1132
H -7.0513 -2.0706 -0.1538
H -7.3889 -0.6170 0.8354
H -6.1367 1.4937 -1.7552
H -6.8411 1.4916 -0.1090
H -4.4242 1.9450 0.0618
H -4.0661 0.4899 -0.9065
H 3.1995 -1.0213 -2.6400
H 5.4700 -0.0823 -2.4061
```

DFT total energy in eV: -47250.774
HOMO in eV: -8.056
Molar mass in g/mol: 434.562
LUMO in eV: 0.53
SMILES string: CCOc1ccc(NC(=O)C[C@@H]2C(=O)N(CC)C(=S)N2CCN2CCOCC2)cc1
2S+1: 1
Relative energy (zero: lowest compared OMol25 entry of this formula, charge and spin) in kJ/mol: 182.5

A molecular structure, C21H31AsF6NPtSi at a distorted geometry, computed with ωB97M-V with the def2-TZVPD basis set.

The geometry in XYZ format:
```
62
Properties=species:S:1:pos:R:3
Pt 0.6064 -0.0237 1.1796
N 0.5652 1.4558 2.7981
C -0.2433 2.5420 2.3362
C 0.2738 3.8303 2.3483
C -0.5057 4.8900 1.9288
C -1.8144 4.6658 1.5006
C -2.3219 3.3854 1.4815
C -1.5406 2.2819 1.8622
C -2.0832 0.9219 1.7524
C -3.4453 0.7317 2.0187
C -4.0103 -0.5278 2.0204
C -3.2280 -1.6616 1.7362
C -1.9032 -1.5078 1.4279
C -1.2841 -0.2316 1.3847
H 1.5158 1.7463 3.0137
H 0.1890 0.9742 3.6120
H 1.2772 4.0016 2.7195
H -0.1063 5.8946 1.9517
H -2.4294 5.4957 1.1813
H -3.3309 3.2293 1.1230
H -4.0532 1.5742 2.3182
H -5.0527 -0.6465 2.2858
H -3.6703 -2.6481 1.7797
H -1.2980 -2.3810 1.2341
C 0.7168 -3.4263 -0.4105
Si 1.3717 -1.6852 -0.3141
C 2.4511 -1.1728 -1.8451
C 2.3042 0.3298 -2.1260
C 3.9628 -1.4402 -1.7011
C 2.0300 -2.0013 -3.0752
C -1.8943 0.1380 -2.2488
C -1.0381 -0.6278 -3.1443
C -3.0749 -0.4896 -1.6708
C -1.6838 1.5694 -2.0648
H 0.6500 -3.7429 -1.4540
H -0.2352 -3.6267 0.0767
H 1.4543 -4.0749 0.0631
H 2.5552 0.9316 -1.2501
H 1.2988 0.6142 -2.4498
H 2.9901 0.6142 -2.9277
H 4.4301 -0.7820 -0.9846
H 4.4057 -1.2287 -2.6765
H 4.1973 -2.4731 -1.4527
H 0.9737 -1.9096 -3.3432
H 2.2536 -3.0598 -2.9412
H 2.6072 -1.6573 -3.9365
H -0.9869 -1.6839 -2.8790
H -0.0630 -0.1768 -3.3039
H -1.5618 -0.6005 -4.1184
H -2.9832 -1.5691 -1.5775
H -3.8824 -0.3045 -2.4024
H -3.3974 -0.0132 -0.7460
H -0.6671 1.8895 -2.2805
H -2.0315 1.9222 -1.0941
H -2.3401 2.0539 -2.8103
F 2.8061 0.0611 1.5653
As 3.3759 -1.5186 2.4196
F 3.7890 -0.6471 3.8088
F 1.7690 -1.7078 3.0033
F 3.7503 -3.0897 2.8681
F 2.7163 -2.1442 0.7385
F 4.8743 -1.2628 1.6912
```

DFT total energy in eV: -112024.703
HOMO (spin up / spin down) in eV: -14.671 / -14.895
Charge: +2
Molar mass in g/mol: 709.560
LUMO (spin up / spin down) in eV: -8.24 / -9.40
2S+1: 2
Relative energy (zero: lowest compared OMol25 entry of this formula, charge and spin) in kJ/mol: 0.0

2 unconnected molecules or ions with the total composition C21H31BNO3 at a distorted geometry, computed with ωB97M-V with the def2-TZVPD basis set.

The geometry in XYZ format:
```
57
Properties=species:S:1:pos:R:3
C 2.7534 -0.9574 0.4398
C 1.7146 -1.3360 -0.5160
C 1.8253 -1.3871 -1.9316
C 1.8106 -2.6280 -2.6742
C 2.2982 -3.9065 -2.0578
C 1.4469 -2.6165 -4.0160
C 1.2862 -1.4100 -4.7183
C 0.7702 -1.3868 -6.1287
C 1.6364 -0.2164 -4.0723
C 1.9916 -0.1954 -2.7270
C 2.5963 1.0318 -2.1328
H 2.9220 -1.8330 1.0798
H 3.7029 -0.6665 -0.0282
H 2.4006 -0.1960 1.1447
H 0.9084 -1.9216 -0.0685
H 1.8731 -4.7719 -2.5803
H 3.3951 -3.9954 -2.1419
H 2.0595 -3.9687 -0.9934
H 1.3260 -3.5741 -4.5340
H 0.6643 -0.3463 -6.4599
H 1.4445 -1.8880 -6.8379
H -0.2072 -1.8878 -6.2038
H 1.6524 0.7130 -4.6504
H 2.5428 1.8643 -2.8467
H 2.0787 1.3486 -1.2196
H 3.6511 0.8694 -1.8593
C -5.0031 0.7149 4.2635
C -3.5771 0.9625 4.2668
C -2.7887 1.7199 5.0916
C -1.4598 1.5891 4.5915
C -1.4899 0.7632 3.4873
B -0.3828 0.4842 2.3419
O -0.3408 -0.8410 1.7781
C -1.4001 -0.9817 0.8123
C -1.9046 0.4012 0.3687
N -1.0222 1.3852 1.0415
C -1.6519 2.6910 1.3294
C 0.2747 1.6202 0.3476
C 1.2313 1.9520 1.4975
O 0.9125 1.0863 2.6047
O -2.8004 0.3661 3.3080
H -5.4278 1.2773 5.0983
H -5.4890 1.0504 3.3400
H -5.2389 -0.3431 4.4166
H -3.1221 2.3004 5.9455
H -0.5774 2.0741 4.9901
H -1.0174 -1.5251 -0.0640
H -2.2057 -1.5662 1.2875
H -1.8617 0.5235 -0.7226
H -2.9392 0.5422 0.6949
H -1.4700 3.3511 0.4729
H -2.7326 2.5818 1.4679
H -1.2072 3.1395 2.2250
H 0.5573 0.6966 -0.1778
H 0.1786 2.4328 -0.3794
H 2.2892 1.7994 1.2254
H 1.1228 3.0145 1.7842
```

DFT total energy in eV: -30582.272
HOMO in eV: -9.870
Charge: +1
Molar mass in g/mol: 356.295
LUMO in eV: -5.75
2S+1: 1
Relative energy (zero: lowest compared OMol25 entry of this formula, charge and spin) in kJ/mol: 127.3

A gas-phase ion, C21H31F2N4O4S (charge +1) at a distorted geometry, computed with ωB97M-V with the def2-TZVPD basis set.

The geometry in XYZ format:
```
63
Properties=species:S:1:pos:R:3
C 2.2362 4.0205 2.9635
C 0.6431 4.1707 2.9432
O 0.0514 2.9438 3.3989
C -1.0214 2.5023 2.5697
C -1.0232 0.8953 2.5573
C -1.1366 0.3424 1.0928
C -2.4544 -0.1215 0.6525
C -2.5372 -0.6281 -0.7479
C -3.9572 -1.0733 -1.2298
C -4.7374 0.2565 -1.6168
O -4.6496 1.2486 -0.9799
F -5.5029 0.1848 -2.7755
C -1.3247 -0.6833 -1.5893
C -1.5389 -1.2759 -3.0218
C -1.3360 -2.8594 -3.1206
S -2.1700 -3.8593 -1.8210
C -1.2125 -3.8319 -0.2889
N 0.0775 -4.1338 0.0014
N 0.1284 -3.9446 1.3535
C -1.0461 -3.5423 1.8697
O -1.9516 -3.4685 0.8138
N -0.0785 -0.2268 -1.1215
C 1.1012 -0.2598 -2.0228
F 1.3172 -1.5610 -2.5359
C 0.9968 0.8310 -3.1940
C 1.4246 0.2754 -4.6087
C 0.0197 0.2909 0.1668
C 1.3514 0.8690 0.7628
C 2.1295 -0.2639 1.5665
O 1.5427 -1.5120 1.1705
C 3.6965 -0.2996 1.3048
N 4.4022 -0.6536 2.5780
H 2.6800 4.1234 1.9274
H 2.5204 3.0331 3.4110
H 2.7236 4.8318 3.5760
H 0.2838 4.5129 1.9343
H 0.4152 5.0256 3.6511
H -2.0120 2.9104 2.9194
H -0.9120 2.8071 1.4843
H -0.0239 0.6018 2.9906
H -1.8742 0.5167 3.1783
H -3.3354 -0.0837 1.3321
H -4.5295 -1.5478 -0.3870
H -3.9573 -1.7514 -2.1137
H -2.5790 -1.0772 -3.4120
H -0.8514 -0.8352 -3.7945
H -1.8177 -3.1643 -4.0983
H -0.2668 -3.1777 -3.1934
H -1.3418 -3.3329 2.9169
H 2.0524 -0.0145 -1.4888
H 1.4945 1.7983 -2.9119
H -0.1084 1.0715 -3.2632
H 0.5444 -0.1467 -5.1753
H 2.2945 -0.4299 -4.5912
H 1.7563 1.1660 -5.2238
H 1.1695 1.7095 1.4907
H 2.0292 1.3025 -0.0277
H 1.9437 -0.1028 2.6640
H 2.0929 -2.2734 1.4296
H 4.0509 0.7209 1.0022
H 3.9298 -1.0948 0.5402
H 4.1659 -1.6320 2.7903
H 4.0222 -0.0993 3.3512
```

DFT total energy in eV: -52690.004
HOMO in eV: -11.996
Charge: +1
Molar mass in g/mol: 473.566
LUMO in eV: -4.16
SMILES string: CCOCCc1cc(CC(=O)F)c(CCSc2nnco2)[n+]([C@@H](F)CC)c1C[C@@H](O)CN
2S+1: 1

A molecular structure, C21H31F5P2Pt at a distorted geometry, computed with ωB97M-V with the def2-TZVPD basis set.

The geometry in XYZ format:
```
60
Properties=species:S:1:pos:R:3
P 0.3688 -2.9137 0.5233
P -0.1179 2.7950 1.1184
C 1.0554 0.7803 -0.9780
C 0.9370 2.1136 -0.2382
H -1.4844 0.2368 -1.1597
H 2.0786 0.4080 -0.9842
H 1.9561 2.2748 0.1622
H 0.7726 2.8948 -1.0026
C -1.8295 3.1499 0.7822
H -2.2349 3.7350 1.6256
H -2.4057 2.2148 0.7126
H -1.9346 3.7430 -0.1320
C 0.9394 4.1881 1.5205
H 0.8169 4.9366 0.7249
H 1.9820 3.8496 1.5661
H 0.6524 4.6120 2.4860
C -0.8732 -4.2058 0.1399
H -0.9442 -4.9100 0.9799
H -0.6286 -4.7274 -0.7943
H -1.8433 -3.6948 0.0099
C 2.0720 -3.5644 0.2526
H 2.7745 -2.7162 0.2561
H 2.1525 -4.0729 -0.7162
H 2.3380 -4.2566 1.0649
Pt -0.1069 -0.9679 -0.9656
C 0.3942 0.8145 -2.3777
C -1.1380 0.6889 -2.1517
C -1.9396 0.1113 -3.3089
C -1.5679 -1.3434 -3.6180
C -0.8557 -2.0580 -2.4948
C 0.6157 -2.1277 -2.4555
C 1.5321 -1.3413 -3.3250
C 1.1342 0.1170 -3.5372
C 0.1725 -2.5254 2.2783
H 0.5289 1.8640 -2.6930
H -1.4505 1.7373 -2.0038
H -1.8722 0.7421 -4.2049
H -2.9856 0.1393 -2.9895
H -2.4915 -1.9031 -3.7904
H -0.9719 -1.4051 -4.5286
H -1.3929 -2.9303 -2.1002
H 1.0061 -3.1178 -2.1738
H 1.6154 -1.8546 -4.2813
H 2.5378 -1.3878 -2.8908
H 2.0722 0.6638 -3.6895
H 0.5575 0.2491 -4.4519
H 0.8547 -1.6891 2.5227
H 0.4114 -3.4156 2.8768
H -0.8752 -2.2105 2.4285
F -2.4419 0.7834 2.5407
C -1.3617 1.2872 3.2115
C -0.1807 1.6471 2.5165
C 0.9919 1.5132 3.2788
F 2.1876 1.2856 2.6501
C 0.9713 1.6099 4.6749
F 2.1221 1.7675 5.3668
C -0.2727 1.6474 5.3166
F -0.3402 2.0532 6.6058
C -1.4330 1.3887 4.5993
F -2.6273 1.2967 5.2449
```

DFT total energy in eV: -57668.443
HOMO (spin up / spin down) in eV: -12.498 / -15.236
Charge: +2
Molar mass in g/mol: 635.495
LUMO (spin up / spin down) in eV: -5.35 / -9.57
2S+1: 5
Relative energy (zero: lowest compared OMol25 entry of this formula, charge and spin) in kJ/mol: 0.0

3 unconnected molecules or ions with the total composition C21H31FN2O7S3, computed with ωB97M-V with the def2-TZVPD basis set.

The geometry in XYZ format:
```
65
Properties=species:S:1:pos:R:3
C 1.2935 0.2304 0.7705
O 2.6225 0.1131 0.2840
C 2.8435 0.8638 -0.8901
C 1.9779 0.3525 -2.0162
C 2.2739 -0.7174 -2.7553
N 3.4633 -1.4556 -2.6039
C 3.5075 -2.6131 -2.2625
S 3.5927 -4.1207 -1.8901
C 1.3120 -1.1511 -3.8249
O 1.6719 -1.6320 -4.8701
C -0.1305 -0.9274 -3.4978
C -1.0918 -1.9615 -4.0077
C -1.5955 -1.6684 -5.3961
O -1.4547 -0.6907 -6.0356
F -2.3092 -2.7165 -5.8679
C -0.4534 0.1468 -2.7710
C -1.8222 0.5620 -2.3122
C -2.8890 0.7352 -3.3999
C -4.0795 1.5604 -2.8728
C -5.4146 1.0977 -3.4555
N -5.9665 -0.0148 -2.6437
C -5.7202 -1.3177 -3.2190
C -5.2949 -2.3795 -2.2359
O -5.8488 -1.5494 -4.3920
C 0.6917 1.0336 -2.3476
O 0.5773 2.2357 -2.3007
H 0.6307 -0.4920 0.2756
H 0.9022 1.2401 0.5946
H 1.2879 0.0177 1.8360
H 3.8897 0.7153 -1.1564
H 2.6238 1.9234 -0.7237
H -0.6335 -2.9524 -4.0013
H -1.9649 -2.0065 -3.3497
H -2.1839 -0.1377 -1.5491
H -1.7119 1.5258 -1.8086
H -2.4589 1.2134 -4.2808
H -3.2901 -0.2380 -3.7011
H -4.1348 1.4181 -1.7900
H -3.9224 2.6237 -3.0652
H -5.2971 0.7900 -4.4981
H -6.1315 1.9188 -3.4228
H -6.9761 0.0927 -2.6126
H -4.8145 -1.9354 -1.3661
H -6.1822 -2.9222 -1.9002
H -4.6209 -3.0760 -2.7330
C -0.1477 -1.9652 6.0724
S 0.5994 -0.6732 5.0719
O 0.6347 -1.1877 3.6750
C 2.2621 -0.8611 5.7187
H -1.1922 -2.0422 5.7783
H 0.3632 -2.9091 5.8833
H -0.0808 -1.6908 7.1251
H 2.6001 -1.8841 5.5525
H 2.2690 -0.6180 6.7816
H 2.9001 -0.1618 5.1816
C 5.5704 1.7065 6.0019
S 4.4697 3.0173 6.5539
O 3.2463 2.9247 5.7160
C 5.4617 4.3679 5.9060
H 5.1112 0.7573 6.2704
H 5.6909 1.7698 4.9206
H 6.5322 1.8027 6.5055
H 5.5887 4.2376 4.8316
H 6.4266 4.3822 6.4125
H 4.9262 5.2930 6.1078
```

DFT total energy in eV: -74812.360
HOMO in eV: -9.101
Molar mass in g/mol: 538.685
LUMO in eV: -0.93
2S+1: 1

C21H31N3O3 in the gas phase, computed with ωB97M-V with the def2-TZVPD basis set.

The geometry in XYZ format:
```
58
Properties=species:S:1:pos:R:3
C 3.1783 -4.5479 3.3516
C 2.5229 -3.2937 2.8598
C 1.2312 -3.3084 2.3529
C 0.6382 -2.1477 1.8888
C 1.3257 -0.9428 1.9128
C 0.6795 0.3273 1.4407
C 0.1116 1.1214 2.6286
N -0.5701 2.3123 2.1915
C -1.9491 2.3008 1.7637
C -2.1224 3.6415 1.0280
C -1.9609 3.4492 -0.4822
O -2.8853 3.6048 -1.2514
N -0.7235 3.0828 -0.8736
C -0.3852 2.8320 -2.2556
C -0.0578 1.3621 -2.5188
C -1.2649 0.4550 -2.2260
N -1.1542 -0.9259 -2.6410
C -1.1760 -1.1402 -4.0758
C -1.3481 -2.6388 -4.3332
O -0.3059 -3.3832 -3.7464
C -0.2504 -3.1479 -2.3593
C -0.0491 -1.6620 -2.0563
C -1.0238 4.5191 1.6347
C 0.0149 3.5302 2.1460
O 1.1614 3.7668 2.4545
C 2.6192 -0.9253 2.4200
C 3.2082 -2.0841 2.8865
H 3.7146 -4.3629 4.2802
H 2.4441 -5.3321 3.5186
H 3.8993 -4.9059 2.6162
H 0.6798 -4.2373 2.3213
H -0.3713 -2.1839 1.5025
H -0.1309 0.0978 0.7452
H 1.4146 0.9524 0.9288
H -0.5834 0.4986 3.1989
H 0.9306 1.4331 3.2818
H -2.1523 1.4453 1.1133
H -2.6170 2.2350 2.6325
H -3.1203 4.0539 1.1832
H 0.0032 2.9478 -0.1887
H 0.4713 3.4562 -2.5328
H -1.2529 3.1359 -2.8458
H 0.7925 1.0601 -1.9028
H 0.2279 1.2616 -3.5668
H -2.1494 0.8718 -2.7149
H -1.4581 0.4514 -1.1485
H -2.0181 -0.5946 -4.5053
H -0.2443 -0.8051 -4.5636
H -1.3151 -2.8557 -5.4022
H -2.3153 -2.9635 -3.9213
H 0.5857 -3.7372 -1.9789
H -1.1849 -3.4865 -1.8869
H -0.0402 -1.5103 -0.9761
H 0.9258 -1.3482 -2.4671
H -0.5861 5.2216 0.9268
H -1.3962 5.0911 2.4868
H 3.1670 0.0056 2.4472
H 4.2149 -2.0530 3.2780
```

DFT total energy in eV: -32894.073
HOMO in eV: -8.536
Molar mass in g/mol: 373.497
LUMO in eV: 0.69
SMILES string: Cc1ccc(CCN2C[C@H](C(=O)NCCCN3CCOCC3)CC2=O)cc1
2S+1: 1
Relative energy (zero: lowest compared OMol25 entry of this formula, charge and spin) in kJ/mol: 124.9